A structure of composition C16H34AsCl12F6N2O2 in a non-equilibrium geometry. Source: the Open Molecules 2025 dataset; level of theory: ωB97M-V with the def2-TZVPD basis set.

The calculation puts the largest force on an atom at 4.474 eV/Å. The value obtained for the energy above the lowest of the compared OMol25 structures with the same formula, charge and spin is 253.7 kJ/mol. For the electronic energy, the calculation gives -251639.2399 eV. As for the net charge: -1. The frontier orbital gap is 9.336 eV.

Each line ends with the Löwdin charge.
CARTESIAN COORDINATES (ANGSTROEM)
Cl -22.50 6.42 14.61  0.51
Cl -20.90 -0.74 16.75  0.53
H -13.93 0.75 16.11  0.06
H -15.80 1.15 8.65  0.13
O -16.11 5.47 18.23  0.04
C -13.18 1.70 10.42  -0.02
Cl -19.49 6.58 8.82  0.50
F -16.91 4.65 12.53  -0.31
C -12.49 0.72 14.32  -0.64
H -16.23 6.54 10.44  0.07
H -13.72 2.51 10.90  0.08
C -20.39 1.97 16.70  -0.67
H -20.61 2.98 16.37  0.06
H -12.33 2.27 10.07  0.09
Cl -18.84 1.94 17.57  0.56
Cl -19.52 2.86 8.39  0.63
Cl -17.42 -2.44 10.49  0.51
H -12.34 0.29 13.33  0.06
C -17.39 -1.25 11.84  -0.65
C -13.84 0.40 15.08  -0.68
Cl -14.08 -1.32 15.21  0.61
C -16.60 -1.85 12.99  -0.64
C -15.80 5.21 17.09  -0.67
Cl -20.56 -0.27 9.12  0.49
H -16.99 -0.36 11.35  0.04
Cl -17.54 -3.22 13.77  0.48
H -20.02 1.35 10.70  0.03
H -19.69 0.63 15.18  0.04
H -18.37 -1.06 12.28  0.06
H -15.56 7.29 16.27  0.09
H -14.23 6.34 16.18  0.09
H -21.72 1.00 10.67  0.06
H -17.36 7.81 10.40  0.06
C -17.89 5.88 9.41  -0.62
H -15.60 5.90 15.18  0.07
H -21.70 2.16 8.14  0.07
H -16.25 3.29 17.04  0.09
O -13.50 1.09 8.17  -0.01
H -18.06 5.21 10.25  0.04
H -14.70 0.87 14.61  0.03
H -20.85 7.16 12.18  0.07
H -15.68 1.98 10.23  0.05
N -15.31 1.37 9.51  0.18
H -20.84 4.80 14.18  0.05
F -16.13 2.63 13.83  -0.27
Cl -16.21 7.86 8.50  0.58
H -19.85 5.70 12.06  0.04
C -21.04 2.40 8.97  -0.72
H -21.44 3.28 9.47  0.02
H -16.56 -1.15 13.82  0.02
H -17.35 5.24 8.71  0.07
H -20.25 6.38 14.63  0.07
Cl -22.01 5.24 11.54  0.58
H -15.61 -2.31 12.98  0.03
H -12.97 0.75 10.91  0.09
C -20.87 1.27 10.04  -0.59
F -18.20 1.29 13.32  -0.28
Cl -12.48 2.47 14.19  0.57
H -21.41 0.96 15.09  0.08
H -11.66 0.50 14.98  0.06
C -15.31 6.23 16.17  -0.02
H -15.87 4.07 15.50  0.07
C -20.93 5.87 13.95  -0.65
F -18.97 3.40 11.90  -0.27
F -16.74 2.31 11.44  -0.28
C -20.79 6.10 12.45  -0.67
N -15.86 4.05 16.51  0.18
C -16.98 6.99 9.79  -0.76
F -18.51 3.44 14.31  -0.27
C -14.03 1.35 9.28  -0.65
H -21.19 1.79 17.42  0.04
C -20.59 0.73 15.78  -0.63
As -17.59 2.95 12.89  0.94